ORCA calculation (ωB97M-V/def2-TZVPD) on one molecule with the formula C9H15NOS.

XYZ file:
```
27
Properties=species:S:1:pos:R:3:forces:R:3
C 3.1392 2.3710 -0.2529 -2.15 1.28 -1.80
C 1.8299 1.6712 -0.0094 -0.86 0.79 -0.42
O 0.9081 2.4201 0.1966 -1.45 0.28 0.43
N 1.6062 0.3170 -0.1078 4.58 -3.48 0.57
C 2.8195 -0.5960 0.1248 -1.31 3.74 1.17
S 2.7810 -2.1843 0.2273 0.28 -0.44 -0.23
C 0.3423 -0.4279 -0.1486 0.68 0.89 -0.68
C -0.3224 -0.5687 1.2070 0.17 0.48 0.31
C -1.4457 -1.4819 1.0409 -1.59 -2.93 -2.57
C -2.5061 -0.9733 0.0725 2.10 1.37 -1.54
C -1.7971 -0.7924 -1.3444 -1.18 3.82 3.41
C -0.5970 0.2074 -1.1675 -1.61 -0.57 1.46
H 3.6616 2.0576 -1.0903 1.25 -1.32 -1.46
H 3.7215 2.3749 0.5746 2.00 0.01 2.58
H 2.8954 3.4276 -0.5416 -0.10 -0.95 0.76
H 3.7114 0.0244 0.5352 -1.42 -1.04 -1.26
H 0.5919 -1.4457 -0.4564 0.24 0.24 -0.13
H -0.8215 0.3248 1.5310 0.25 1.17 0.01
H 0.2990 -0.8570 2.0524 0.57 -0.19 -0.35
H -1.9762 -1.7127 1.8957 -0.67 -0.38 2.39
H -1.2186 -2.4990 0.5868 0.55 0.89 0.71
H -3.2726 -1.6882 -0.0996 -1.01 -0.42 0.39
H -2.8349 0.0121 0.4162 -0.54 -0.19 -0.10
H -1.5830 -1.7577 -1.5855 1.34 -2.51 -1.32
H -2.5427 -0.3895 -1.9900 -0.40 0.26 -0.87
H -0.2610 0.4865 -2.1370 1.19 -0.11 -0.68
H -0.8040 1.1735 -0.6416 -0.91 -0.67 -0.81
```
Positions in Å, forces in eV/Å.

Summary:
energy above the lowest of the compared OMol25 structures with the same formula, charge and spin = 50.2 kJ/mol
HOMO-LUMO gap = 8.88 eV
HOMO energy = -9.12 eV
maximum force = 5.8 eV Å⁻¹
calculated total energy = -23947.6359 eV

Atom charges from the natural (NBO) analysis, given in e for atoms 1 to 8: C -0.702; C 0.688; O -0.592; N -0.456; C -0.137; S 0.049; C -0.053; C -0.429

=====

ORCA calculation (ωB97M-V/def2-TZVPD) on a 2-piece molecular cluster, C9H15NSi overall.

XYZ file:
```
26
Properties=species:S:1:pos:R:3:forces:R:3
C 3.8949 0.7862 -0.6471 0.99 -1.85 -1.76
C 3.0584 1.3294 0.2837 -0.65 1.77 -0.05
C 3.4890 -0.4232 -1.3385 0.18 2.56 2.22
C 1.8329 0.7791 0.5856 -0.75 -0.96 -1.23
C 2.2748 -1.0173 -1.0295 1.24 0.68 0.89
C 1.4646 -0.4447 -0.0507 -0.84 0.88 0.96
C -4.0084 1.5091 0.4452 1.73 -0.81 -2.57
C -2.4791 0.9935 0.5749 -0.56 1.10 1.98
C -2.2828 -0.2482 -0.2362 3.80 0.50 -0.19
N -0.0147 -2.8309 -0.0762 -3.07 -2.43 -0.64
Si -0.0971 -1.2794 0.5619 -2.24 1.90 -1.70
H 4.8925 1.2672 -0.8714 -1.34 -0.65 0.16
H 3.2115 2.3597 0.5973 0.46 -0.26 0.43
H 4.1813 -0.8433 -1.9973 0.77 -0.73 -1.11
H 1.0993 1.3916 1.1404 0.50 -0.78 0.08
H 2.1158 -1.9993 -1.4120 -0.60 -0.37 -0.50
H -4.0123 2.3198 -0.3301 -0.56 -0.74 0.73
H -4.7450 0.6783 0.2083 1.14 0.85 -0.15
H -4.2996 1.8384 1.3803 -0.66 1.25 1.77
H -1.6579 1.8159 0.3682 -1.89 -1.41 0.40
H -2.4557 0.7359 1.7119 0.61 0.35 -1.85
H -2.3406 -0.0364 -1.3317 0.53 -0.34 0.75
H -3.0668 -0.8716 0.0136 -1.36 -1.91 0.46
H 0.8611 -3.2604 -0.2680 0.38 -0.45 -0.10
H -0.8719 -3.4764 -0.2959 2.55 1.88 0.71
H -0.0440 -1.0727 2.0134 -0.37 -0.06 0.32
```
Positions in Å, forces in eV/Å.

Summary:
energy above the lowest of the compared OMol25 structures with the same formula, charge and spin = 271.9 kJ/mol
HOMO-LUMO gap = 8.93 eV
HOMO energy = -8.14 eV
maximum force = 4.0 eV Å⁻¹
calculated total energy = -18942.0936 eV

Atom charges from the natural (NBO) analysis, given in e for atoms 1 to 8: C -0.197; C -0.230; C -0.195; C -0.190; C -0.213; C -0.480; C -0.613; C -0.430

=====

ORCA calculation (ωB97M-V/def2-TZVPD) on C9H16AlBCaClF4GaKLiNO9 as an isolated structure.

XYZ file:
```
46
Properties=species:S:1:pos:R:3:forces:R:3
C 2.9041 -2.2948 -0.1101 -0.07 0.71 0.14
C 3.1536 -1.2133 -1.2807 2.16 -4.06 -2.83
O 3.6101 -1.6757 -2.3596 -1.94 2.85 3.72
O 2.9183 0.1926 -1.1381 -1.50 -0.92 -0.52
C 1.5287 0.5184 -1.4774 1.28 -0.91 1.97
C 0.8947 1.1926 -0.1897 -0.04 0.56 0.88
C -0.6504 0.9272 0.1014 -0.30 0.94 -0.77
C -1.4952 0.1477 -1.0377 -0.58 -1.21 2.45
C -1.4865 -1.4416 -0.6475 -1.03 1.01 0.88
Ga -0.8923 -2.7145 -2.1679 0.59 -1.44 0.72
H 3.6816 -2.2105 0.7355 -1.35 0.41 -1.04
H 1.8427 -2.1288 0.2983 1.63 -0.30 -0.32
H 3.0126 -3.3688 -0.5122 -0.34 2.03 0.15
H 1.5969 1.3325 -2.3039 -0.17 -1.52 1.25
H 1.0671 -0.4681 -1.8173 -0.02 1.51 0.04
H 1.0622 2.3305 -0.2536 -0.53 -1.69 0.16
H 1.4814 0.8404 0.7395 -0.54 0.36 -1.74
H -0.7454 0.3542 1.1156 1.59 -0.29 -1.47
H -1.1549 1.9877 0.2487 0.79 -0.10 -0.74
H -1.1666 0.3615 -2.1051 -0.38 0.05 1.56
H -2.6020 0.4707 -0.9273 1.49 0.01 -0.74
H -2.5723 -1.7465 -0.3824 1.43 0.30 -0.45
H -0.8677 -1.6181 0.3106 -0.63 0.17 -1.48
H -1.3989 -4.2349 -1.9668 -0.11 0.75 -0.15
H 0.7248 -2.8351 -2.2852 -0.23 0.61 -0.05
H -1.3756 -2.1025 -3.5765 -0.30 0.33 0.12
Ca -2.5432 0.6654 1.7126 -0.72 1.03 -0.59
B 1.0440 3.4498 6.6258 2.93 1.19 3.31
O 0.6206 2.3881 5.6795 -2.00 -0.22 -1.94
C -0.3993 2.8688 4.9825 1.22 -1.17 1.00
O -0.9904 2.2439 4.1080 -2.73 1.65 -0.25
C -0.6982 4.2369 5.4180 -0.56 3.70 1.35
O -1.5707 4.9424 4.9754 0.19 -0.94 -0.28
O 0.1421 4.5892 6.3821 -0.69 -1.06 -1.18
F 2.3916 3.8224 6.3661 -1.66 -0.63 -0.08
F 0.9079 2.9896 7.9644 -0.10 0.24 -1.75
N -3.1438 -2.8779 -5.9320 -1.04 1.83 -5.20
O -3.0631 -3.7762 -5.0451 0.26 -3.67 0.57
O -3.5432 -3.1522 -7.0478 0.37 -0.23 1.51
O -2.8135 -1.7265 -5.6456 0.34 -0.79 1.39
Li -0.4361 -1.0926 -4.4904 -0.22 -0.62 -0.25
K 0.4438 0.7217 3.8037 4.22 -3.66 -0.40
F -1.3132 3.4397 -0.5902 0.00 -1.11 0.32
Al 1.3779 2.4434 -3.7860 -0.04 0.98 -0.54
Cl 3.7096 -1.2608 3.4647 -0.86 0.34 -0.33
F -3.1938 -5.5181 -5.9564 0.19 2.98 1.58
```
Positions in Å, forces in eV/Å.

Summary:
total charge = +1
HOMO-LUMO gap = 1.22 eV
HOMO energy = -9.70 eV
maximum force = 5.6 eV Å⁻¹
calculated total energy = -147499.8591 eV

Atom charges from the Löwdin analysis, given in e for atoms 1 to 8: C -0.007; C -0.392; O 0.057; O -0.068; C -0.216; C -0.100; C -0.348; C -0.272